8
Properties=species:S:1:pos:R:3:forces:R:3 method="wB97M-V/def2-TZVPD" smiles="O=C(O)C(=S)S" homo_energy_ev=-9.2 e_above_lowest_kcal_mol=43.7 orbital_gap_ha=0.2889 largest_force_ev_per_a=4.628
S -1.108078 0.909881 1.162589 -0.3 -1.8 2.3
S 1.371226 -0.748051 1.038929 1.6 -1.2 0.4
O 0.766233 -0.660615 -1.881848 -3.3 -1.0 -3.1
O -1.183779 0.376157 -1.822179 1.4 0.6 2.0
C 0.199994 -0.007762 0.335572 -3.2 2.7 -1.0
C -0.143470 0.097249 -1.240456 -0.4 -2.1 -0.1
H -1.240817 0.137375 2.510054 0.8 1.6 -2.9
H 0.031686 -0.987931 -2.672837 3.5 1.2 2.4

---

7
Properties=species:S:1:pos:R:3:forces:R:3 method="wB97M-V/def2-TZVPD" homo_energy_ev=-8.8 e_above_lowest_kcal_mol=58.8 orbital_gap_ha=0.3363 largest_force_ev_per_a=4.395
O -0.028423 -0.832100 1.709944 1.1 0.0 -0.1
O 1.484379 -2.142016 0.557748 1.2 -0.3 -0.3
O -0.917087 1.479988 -0.536984 -3.2 -0.9 2.9
C 0.807950 -1.438188 1.159025 -2.4 0.3 0.4
C -0.310767 0.679778 -1.316860 2.3 -0.1 -0.7
H 0.704092 1.279964 -1.528041 -1.7 -0.7 -0.1
H -1.740145 0.972574 -0.044832 2.5 1.8 -2.0

---

8
Properties=species:S:1:pos:R:3:forces:R:3 method="wB97M-V/def2-TZVPD" homo_energy_ev="-9.1 / -9.1" e_above_lowest_kcal_mol=109.2 orbital_gap_ha="0.2977 / 0.2972" largest_force_ev_per_a=5.252
S 0.450334 1.758299 -0.412629 -2.6 -3.8 2.5
O 0.403963 0.100361 -1.023439 0.2 -0.3 -1.4
O -0.774027 -1.801004 -0.248883 1.4 0.5 0.5
O 1.693902 2.417640 -0.562512 1.4 0.0 -0.2
C 0.017002 -0.015449 1.174350 0.7 1.3 -1.4
C -0.091418 -0.657946 0.003887 -0.2 2.2 1.3
H -1.233046 -1.601130 -1.047138 -0.8 -0.3 -1.3
H -0.466710 -0.200772 2.116364 0.0 0.3 0.1

---

8
Properties=species:S:1:pos:R:3:forces:R:3 method="wB97M-V/def2-TZVPD" smiles="O=C(O)C(=O)S" homo_energy_ev=-10.4 e_above_lowest_kcal_mol=9.0 orbital_gap_ha=0.3681 largest_force_ev_per_a=2.334
S 1.954710 -0.607952 -0.121587 -0.2 0.4 0.4
O 0.261703 1.471780 0.052627 0.2 0.1 0.1
O -0.650507 -1.823300 0.091490 -0.3 -1.8 0.1
O -1.976238 -0.019277 -0.147429 0.1 -1.9 0.2
C 0.423595 0.285382 -0.014399 -0.2 -0.2 -0.1
C -0.798654 -0.665894 -0.018257 -0.2 2.3 -0.3
H 2.632586 0.443698 0.373351 0.1 0.0 -0.3
H -1.847195 0.915565 -0.215793 0.5 1.2 0.0

---

8
Properties=species:S:1:pos:R:3:forces:R:3 method="wB97M-V/def2-TZVPD" homo_energy_ev=-9.8 e_above_lowest_kcal_mol=42.4 orbital_gap_ha=0.3259 largest_force_ev_per_a=1.492
S -1.721652 -0.806532 0.442092 -0.3 0.1 -0.8
O -2.271363 0.480493 0.119316 0.2 -0.2 0.4
O -1.578164 -1.722029 -0.657400 0.1 0.0 0.5
O 0.472128 2.215897 -0.141080 0.1 -0.3 0.0
C 0.847844 1.125574 -0.048403 -0.3 1.5 -0.1
C 1.274914 -0.089877 0.072846 0.2 -1.2 0.0
H 1.105240 -0.816712 -0.698435 -0.1 0.0 -0.3
H 1.871050 -0.386814 0.911061 0.1 0.1 0.3

---

8
Properties=species:S:1:pos:R:3:forces:R:3 method="wB97M-V/def2-TZVPD" homo_energy_ev=-9.9 e_above_lowest_kcal_mol=54.0 orbital_gap_ha=0.3382 largest_force_ev_per_a=2.507
S -0.134461 -1.091157 -2.215814 -0.8 -1.3 0.9
O 0.784295 0.588803 -0.645663 0.6 -0.4 1.5
O -1.393979 -0.820163 -1.506170 2.1 -1.0 -1.1
O 0.668699 -2.283232 -1.916335 -1.6 1.9 -0.1
C 0.051665 0.935461 1.653533 -0.9 -0.2 1.2
C 0.539387 0.598923 0.507183 0.3 1.2 -2.1
H 0.516195 0.972022 2.646791 -0.3 -0.2 -0.8
H -1.031801 1.099342 1.476476 0.6 0.0 0.6

---

6
Properties=species:S:1:pos:R:3:forces:R:3 method="wB97M-V/def2-TZVPD" homo_energy_ev=-9.7 e_above_lowest_kcal_mol=53.8 orbital_gap_ha=0.3449 largest_force_ev_per_a=5.409
S -1.086914 1.018523 0.601436 -0.9 0.9 0.2
O -0.287408 0.104191 -1.917735 0.2 0.6 -1.7
C -0.240433 0.313764 -0.768842 -0.4 -0.6 0.3
C 0.117817 -0.277994 0.458333 4.9 0.7 2.2
H 1.620610 0.165527 1.066691 -3.9 -1.4 -1.7
H -0.123671 -1.324011 0.560117 0.2 -0.2 0.6

---

6
Properties=species:S:1:pos:R:3:forces:R:3 method="wB97M-V/def2-TZVPD" homo_energy_ev=-8.9 e_above_lowest_kcal_mol=28.9 orbital_gap_ha=0.3075 largest_force_ev_per_a=2.748
S 0.092026 1.538054 -0.736661 0.6 -1.3 2.4
O 0.580781 0.916545 0.938863 -0.3 1.1 -1.6
C 0.144095 -0.331885 0.587592 -0.2 0.3 -0.6
C -0.302498 -0.194711 -0.662099 0.0 0.3 -0.1
H 0.227047 -1.133229 1.298871 0.0 -0.1 0.1
H -0.741451 -0.794774 -1.426566 -0.1 -0.3 -0.1

---

7
Properties=species:S:1:pos:R:3:forces:R:3 method="wB97M-V/def2-TZVPD" smiles="O=CC1SS1" homo_energy_ev=-9.0 e_above_lowest_kcal_mol=15.0 orbital_gap_ha=0.3195 largest_force_ev_per_a=2.770
S 0.138206 -1.282442 -1.435199 0.0 0.3 0.2
S 1.116951 -1.410735 0.374642 0.4 -0.9 0.1
O -0.771762 1.778869 0.414528 -0.6 1.6 0.5
C 0.056745 0.975107 0.120532 -2.8 -0.1 0.2
C -0.350586 -0.433078 0.090918 1.0 -1.8 -0.3
H -1.226206 -0.869132 0.572461 0.0 0.8 -0.1
H 1.036653 1.241410 -0.137881 1.9 0.1 -0.6

---

7
Properties=species:S:1:pos:R:3:forces:R:3 method="wB97M-V/def2-TZVPD" smiles="O=C=S.C=S" homo_energy_ev=-8.9 e_above_lowest_kcal_mol=8.3 orbital_gap_ha=0.3058 largest_force_ev_per_a=2.132
S 0.649029 -1.475661 1.029094 -0.4 0.4 -0.4
S 3.771690 -0.340900 0.664142 -0.4 0.2 -1.5
O 2.977776 0.330295 -1.890700 0.2 -0.9 1.9
C 0.308503 -0.585193 -0.268144 -1.2 0.0 1.4
C 3.263692 -0.010418 -0.805965 0.7 0.8 -0.5
H -0.412644 0.244441 -0.299329 0.3 -0.2 0.4
H 0.694323 -0.819553 -1.211882 0.7 -0.4 -1.4